{
  "formula": "C29H25BF3NO",
  "method": "the ωB97M-V functional and the def2-TZVPD basis",
  "e_homo_ev": -7.1,
  "gap_ev": 3.979,
  "e_tot_ev": -42847.0767,
  "relative_energy_kcal_mol": 7.0,
  "symbols": ["C", "N", "C", "C", "C", "C", "C", "C", "C", "B", "F", "F", "F", "C", "H", "H", "H", "H", "H", "H", "H", "H", "C", "C", "C", "C", "C", "C", "C", "C", "C", "C", "O", "C", "C", "C", "C", "C", "C", "C", "C", "C", "C", "H", "H", "H", "H", "H", "H", "H", "H", "H", "H", "H", "H", "H", "H", "H", "H", "H"],
  "coordinates": [[-1.70065, -4.83569, 1.97296], [-0.74834, -3.74038, 1.99736], [-1.05756, -2.40177, 2.00907], [0.12876, -1.67344, 2.01702], [1.21631, -2.60046, 2.09516], [0.63055, -3.90343, 2.03245], [1.39256, -5.05991, 2.02831], [2.79885, -4.92494, 2.06593], [3.38410, -3.65614, 2.13910], [5.07966, -3.54535, 2.14079], [5.38896, -2.18286, 2.18195], [5.46725, -4.24455, 3.27733], [5.42809, -4.15654, 0.93747], [2.61365, -2.49563, 2.19759], [-1.14259, -5.77322, 1.94552], [-2.33707, -4.82701, 2.86478], [-2.34503, -4.77053, 1.08981], [-2.08659, -2.05893, 1.99177], [0.24010, -0.59806, 2.01763], [0.91027, -6.03517, 1.99235], [3.39910, -5.83109, 2.03639], [3.03385, -1.49975, 2.31368], [5.62199, 2.36931, 0.03467], [4.27179, 1.74800, -0.12005], [4.14246, 0.35037, -0.10259], [2.92142, -0.24973, -0.33060], [1.73543, 0.52652, -0.49679], [0.50472, -0.12305, -0.73177], [-0.75710, 0.55107, -0.78922], [-1.14191, 1.44051, 0.24939], [-2.41055, 1.98128, 0.28379], [-3.24811, 1.80317, -0.82017], [-4.50934, 2.38455, -0.74972], [-4.89014, 3.23376, -1.78670], [-6.20683, 3.09488, -2.22699], [-6.66522, 3.93384, -3.23770], [-5.83216, 4.93764, -3.75019], [-4.52166, 5.07871, -3.27531], [-4.02460, 4.20761, -2.30167], [-2.87394, 1.00729, -1.91558], [-1.66680, 0.33287, -1.86077], [1.87543, 1.95307, -0.45050], [3.12055, 2.53430, -0.27862], [5.55289, 3.45834, -0.01728], [6.06769, 2.09777, 0.99869], [6.31636, 2.03197, -0.74502], [5.02075, -0.26923, 0.08918], [2.84042, -1.33810, -0.37861], [0.53162, -1.18473, -0.98593], [-0.43877, 1.67556, 1.04942], [-2.76061, 2.58901, 1.11647], [-6.81641, 2.31632, -1.77187], [-7.67936, 3.79689, -3.61224], [-6.20587, 5.61013, -4.52665], [-3.87073, 5.86364, -3.66256], [-2.99930, 4.27973, -1.93121], [-3.54518, 0.91785, -2.77262], [-1.37423, -0.33211, -2.67597], [0.99600, 2.58386, -0.58447], [3.22512, 3.62202, -0.27666]],
  "atomic_forces_ev_per_a": [[-0.04, 0.19, 0.03], [-0.35, 0.09, 0.06], [0.90, -0.01, -0.33], [-0.43, 0.07, 0.09], [-0.33, -0.98, -0.22], [0.13, 1.08, 0.14], [0.97, -0.35, 0.01], [-1.93, 0.07, -0.10], [1.42, 0.88, 0.19], [-3.25, -0.36, 0.16], [0.85, 0.42, -0.10], [1.07, -0.07, 0.13], [1.12, -0.07, -0.31], [-0.80, -0.47, -0.30], [-0.21, 0.15, -0.02], [0.14, -0.02, -0.09], [0.12, -0.07, 0.07], [0.20, -0.13, -0.02], [-0.23, -0.04, 0.22], [0.22, 0.07, 0.01], [0.08, 0.27, 0.02], [0.34, -0.22, -0.02], [0.11, 0.30, 0.05], [-0.06, -0.54, 0.12], [0.08, -0.21, -0.05], [-0.10, -0.29, -0.05], [0.10, 0.04, 0.25], [0.88, 0.29, -0.19], [-1.13, 0.59, 0.09], [0.38, -0.36, -0.17], [-0.18, 0.20, -0.45], [-0.57, 0.15, 0.08], [0.91, -0.20, -0.17], [-0.07, 0.05, -0.17], [0.51, 0.10, -0.07], [0.16, 0.18, 0.08], [0.05, -0.07, 0.04], [-0.16, -0.26, 0.02], [-0.47, -0.24, 0.09], [-0.06, 0.22, 0.26], [0.42, -0.10, 0.34], [0.14, 0.07, 0.08], [-0.61, 0.08, -0.14], [0.07, -0.11, 0.02], [-0.10, -0.04, -0.14], [-0.21, -0.03, 0.13], [-0.26, 0.08, -0.09], [0.10, 0.27, 0.15], [0.04, 0.20, 0.03], [-0.23, -0.31, -0.11], [0.14, -0.11, -0.22], [0.05, 0.20, -0.19], [0.26, 0.16, 0.05], [0.15, -0.24, 0.28], [-0.23, -0.22, 0.05], [-0.35, 0.03, -0.12], [0.22, -0.03, 0.32], [-0.13, 0.15, 0.25], [0.30, -0.17, -0.03], [-0.12, -0.35, -0.03]]
}

---

{
  "formula": "C13H40N4O17S2",
  "method": "the ωB97M-V functional and the def2-TZVPD basis",
  "e_homo_ev": [-13.1, -13.1],
  "multiplicity": 2,
  "gap_ev": [10.276, 3.016],
  "e_tot_ev": -76542.5325,
  "s2": 0.756,
  "total_charge": 1,
  "symbols": ["C", "O", "H", "H", "H", "H", "C", "O", "H", "H", "H", "H", "C", "O", "H", "H", "H", "H", "O", "S", "O", "O", "C", "C", "C", "H", "H", "H", "H", "H", "H", "H", "H", "O", "S", "O", "O", "C", "C", "C", "H", "H", "H", "H", "H", "H", "H", "H", "C", "N", "O", "O", "H", "H", "H", "C", "N", "O", "O", "H", "H", "H", "C", "N", "O", "O", "H", "H", "H", "C", "N", "O", "O", "H", "H", "H"],
  "coordinates": [[0.50165, -3.71219, -1.03807], [1.19931, -4.50179, -2.00148], [-0.38137, -4.14445, -0.56740], [1.30096, -3.33841, -0.39816], [0.05719, -2.88183, -1.58677], [1.88030, -3.91021, -2.32996], [0.75418, -0.12450, -1.09273], [-0.46863, 0.14323, -1.72807], [0.79179, -0.85321, -0.28300], [1.43133, -0.58119, -1.81453], [1.23755, 0.79883, -0.77351], [-0.97391, 0.52930, -1.00887], [4.34222, 0.90690, 2.00300], [3.06159, 0.51822, 1.58213], [4.43021, 0.69252, 3.06808], [5.09729, 0.34425, 1.45401], [4.55537, 1.97080, 1.89916], [2.91433, -0.39638, 1.83397], [-0.17130, -6.29005, 1.56056], [-0.37913, -5.42739, 2.67418], [0.64887, -5.17752, 3.63876], [-0.87956, -3.93131, 2.08902], [-0.99085, -2.92411, 3.05940], [-1.31433, -1.57173, 2.40045], [-1.87127, -5.92328, 3.59739], [-0.07409, -2.81610, 3.63904], [-1.81315, -3.14913, 3.73859], [-2.21309, -1.71090, 1.79965], [-0.49990, -1.24621, 1.75327], [-1.50280, -0.85553, 3.20022], [-2.76660, -5.58691, 3.07458], [-1.94459, -5.46738, 4.58475], [-1.76800, -6.98500, 3.82140], [-1.78515, 1.59117, 0.78657], [-1.59670, 2.90716, 1.38825], [-1.41227, 4.09225, 0.55583], [-2.89607, 3.24551, 2.33143], [-3.36678, 4.63809, 2.41852], [-4.74477, 4.58745, 3.16901], [-0.23023, 2.90388, 2.67452], [-3.45373, 5.16669, 1.46925], [-2.74699, 5.19044, 3.12484], [-4.59269, 3.94695, 4.03777], [-5.50465, 4.10258, 2.55615], [-5.17575, 5.55562, 3.42397], [0.56181, 2.36025, 2.15950], [-0.47438, 2.44356, 3.63191], [0.13909, 3.90814, 2.88224], [-0.64789, -1.56443, -4.47775], [0.35706, -1.56778, -5.61281], [-0.00590, -1.96732, -6.72808], [1.43413, -1.04809, -5.31736], [-1.33538, -2.37283, -4.72665], [-1.10258, -0.58068, -4.36117], [-0.15657, -1.79057, -3.53141], [-3.08969, -1.38345, -1.06558], [-3.48502, -0.59940, -2.27831], [-3.77282, -1.24691, -3.26166], [-3.48432, 0.63758, -2.20974], [-2.33276, -2.12342, -1.32557], [-3.94878, -1.98011, -0.75887], [-2.73741, -0.74807, -0.25299], [2.64685, 1.44473, -3.93359], [3.23915, 2.73912, -4.33835], [2.63821, 3.76983, -3.99226], [4.11256, 2.68159, -5.23101], [2.46539, 1.46444, -2.85898], [3.37596, 0.68201, -4.20700], [1.68383, 1.29330, -4.42120], [4.52034, 3.52251, -0.46270], [3.04141, 3.72448, -0.50957], [2.63787, 4.87299, -0.37671], [2.31964, 2.73279, -0.82705], [5.02063, 4.30145, 0.11268], [4.94168, 3.52327, -1.46797], [4.75246, 2.54617, -0.03729]],
  "atomic_forces_ev_per_a": [[0.22, 0.08, -1.30], [-1.07, -0.09, 0.69], [0.79, -0.89, 0.20], [-0.41, 0.34, 0.86], [0.02, 0.75, -0.14], [0.37, -0.17, -0.36], [1.23, -0.78, -2.25], [1.61, -0.88, 0.84], [-0.91, 0.18, 0.89], [-0.19, 0.18, -0.41], [-0.06, 0.78, 0.71], [-1.58, 1.06, 0.73], [0.80, -0.57, 0.85], [-1.10, 0.40, -0.73], [0.35, -0.01, 0.09], [0.26, 0.07, 0.04], [-0.59, -0.07, -0.24], [0.20, 0.02, 0.17], [-0.22, 0.64, -0.08], [-1.22, 0.96, 1.32], [0.03, -0.03, -0.47], [0.71, -2.04, -0.61], [-0.15, 1.56, 0.70], [-0.06, -1.18, 0.04], [0.35, 0.36, 0.14], [0.04, -0.28, 0.02], [0.00, -0.14, 0.17], [-0.07, 0.29, 0.01], [0.05, 0.15, 0.08], [0.04, 0.14, -0.23], [0.12, -0.66, -0.37], [0.63, 0.40, -0.12], [-0.27, -0.07, -0.62], [0.46, 0.83, 0.67], [-0.56, 2.98, 1.01], [0.20, -2.16, 0.69], [0.78, -0.50, -1.15], [-1.52, 0.51, 1.49], [0.53, -1.06, -1.04], [-0.25, -0.42, -1.09], [0.33, -0.53, -0.05], [0.63, -0.08, -0.45], [-0.19, 0.32, 0.23], [0.08, -0.13, -0.13], [0.59, 0.10, 0.12], [0.13, -0.11, 0.19], [-0.44, -0.27, -0.40], [-0.49, 0.16, -0.44], [-0.09, -1.02, -0.36], [-0.43, 0.74, -0.68], [0.99, 0.70, 2.47], [-0.58, -0.74, -0.70], [-0.32, 0.45, 0.14], [-0.07, -0.13, -0.59], [0.36, -0.08, -0.36], [-0.02, -0.44, 0.33], [0.12, 1.14, -0.05], [0.10, 0.19, 0.27], [0.18, -1.72, 0.11], [0.04, 0.24, -0.37], [-0.14, 0.31, 0.01], [-0.31, 0.22, -0.24], [0.46, -0.52, 0.77], [-0.74, 1.37, -2.69], [1.47, -1.56, -0.01], [-1.26, 0.32, 2.27], [0.19, 0.18, -0.06], [-0.33, 0.00, -0.02], [0.32, 0.27, -0.31], [0.66, -0.55, 0.26], [-1.12, 0.25, -1.22], [0.31, -2.04, 0.08], [1.37, 1.89, 0.93], [-0.51, 0.08, -0.05], [-0.49, 0.19, -0.17], [-0.36, 0.13, -0.08]]
}